(1)
Here is a cluster of 13 separate species, C36H98O13 in total from OMol25. Energies are from the ωB97M-V functional and the def2-TZVPD basis.

```
147
Properties=species:S:1:pos:R:3
O 4.0280 3.4636 2.1051
H 3.5192 3.0417 1.4129
H 4.9401 3.3364 1.8441
C 3.3762 0.1529 -2.6264
C 3.3189 -1.0544 -3.5302
C 3.3308 -0.5784 -4.9596
O 4.4918 -1.7577 -3.3841
H 4.1541 0.8104 -3.0146
H 3.8739 -0.0771 -1.6844
H 2.4085 0.6529 -2.6683
H 2.4089 -1.6325 -3.3697
H 3.4798 -1.4304 -5.6229
H 4.2101 0.0400 -5.1401
H 2.4920 0.0772 -5.1934
H 4.5341 -2.1496 -2.5087
C -3.3474 -2.8371 1.2509
C -4.5175 -3.6191 1.9004
C -4.3128 -5.1306 1.5919
O -4.6544 -3.3872 3.2278
H -3.1287 -3.1353 0.2256
H -2.3978 -3.1822 1.6600
H -3.4192 -1.7627 1.4198
H -5.4567 -3.2979 1.4499
H -3.4659 -5.5300 2.1499
H -4.3331 -5.2744 0.5116
H -5.2214 -5.6554 1.8873
H -3.7455 -3.3065 3.5263
C -2.9519 1.8730 3.7792
C -2.2906 0.7089 4.5778
C -2.1604 0.8449 6.0497
O -3.1186 -0.3095 4.4164
H -3.9969 1.9012 4.0879
H -2.8634 1.7421 2.7008
H -2.5113 2.8489 3.9831
H -1.3337 0.5859 4.0706
H -3.0557 0.9522 6.6621
H -1.6709 1.7929 6.2728
H -1.5935 0.0685 6.5633
H -2.6313 -1.1326 4.3347
C 3.4876 4.5609 -2.6105
C 2.8527 4.3662 -1.2545
C 2.5115 5.6572 -0.4683
O 1.7223 3.5620 -1.3802
H 3.9532 3.6099 -2.8695
H 4.1782 5.3974 -2.7172
H 2.8028 4.6545 -3.4534
H 3.6406 3.9514 -0.6257
H 2.1492 5.4252 0.5332
H 1.6817 6.2535 -0.8477
H 3.3341 6.3716 -0.4351
H 0.9910 4.1035 -1.6860
C -1.4490 4.3324 0.7431
C -2.0258 5.3094 1.7689
C -1.3523 5.4324 3.2071
O -2.2309 6.6148 1.1591
H -0.4336 4.6220 0.4727
H -2.1036 4.2801 -0.1269
H -1.4652 3.3302 1.1715
H -2.9634 4.8536 2.0871
H -1.9313 6.0381 3.9043
H -0.4094 5.9668 3.0911
H -1.2383 4.4493 3.6638
H -2.0801 6.5375 0.2142
C 1.2867 2.6221 3.8984
C 2.3268 1.6077 4.4955
C 2.3403 0.2946 3.7894
O 3.5842 2.2680 4.6120
H 1.4707 2.8296 2.8443
H 1.2832 3.6564 4.2425
H 0.2468 2.3404 4.0632
H 1.9949 1.3769 5.5078
H 1.3879 0.1472 3.2803
H 2.4978 -0.5840 4.4150
H 3.1104 0.2473 3.0194
H 3.8485 2.7987 3.8569
C 3.0916 -3.8809 -1.4883
C 3.8916 -3.3661 -0.2782
C 4.9207 -4.3999 0.1582
O 4.6311 -2.1535 -0.4828
H 2.3879 -3.0895 -1.7463
H 2.7007 -4.8863 -1.3320
H 3.6946 -4.0720 -2.3760
H 3.2350 -3.1900 0.5739
H 4.5253 -5.4154 0.1827
H 5.1554 -4.0555 1.1654
H 5.8330 -4.4332 -0.4373
H 4.7131 -1.6736 0.3446
C 0.7318 4.4108 -5.6985
C -0.4627 3.9971 -4.8863
C -0.4444 2.5212 -4.5070
O -0.4337 4.6263 -3.6127
H 0.5060 4.1780 -6.7392
H 1.6220 3.8231 -5.4744
H 0.9813 5.4610 -5.5469
H -1.3696 4.3393 -5.3848
H 0.2316 2.0496 -3.7937
H -0.3884 1.9635 -5.4419
H -1.4108 2.1993 -4.1191
H -0.1829 5.5390 -3.7731
C -1.5085 -3.0114 -2.7925
C -1.2936 -3.8418 -4.0062
C 0.1205 -4.3333 -4.1917
O -2.2124 -4.8893 -3.9348
H -0.8838 -2.1188 -2.8232
H -1.2843 -3.6774 -1.9592
H -2.5711 -2.7702 -2.8202
H -1.6926 -3.2478 -4.8284
H 0.8246 -3.6312 -4.6382
H 0.1387 -5.1774 -4.8811
H 0.6228 -4.7341 -3.3113
H -1.7267 -5.4336 -3.3108
C -5.3648 -0.5722 -0.8099
C -4.8596 0.6834 -0.1358
C -3.9487 1.5832 -1.0187
O -5.7964 1.4442 0.4802
H -5.9286 -1.1720 -0.0955
H -4.6053 -1.2787 -1.1447
H -6.0976 -0.5041 -1.6138
H -4.2544 0.3022 0.6867
H -3.1087 1.0008 -1.3972
H -3.4001 2.3168 -0.4279
H -4.4511 2.1213 -1.8226
H -6.4527 0.9950 1.0179
C -0.1756 -6.8862 2.5705
C 0.5177 -5.5841 2.0520
C -0.0294 -5.0896 0.7063
O 0.4341 -4.5989 3.0488
H -0.3187 -6.8589 3.6507
H 0.4753 -7.7513 2.4439
H -1.1683 -7.0518 2.1519
H 1.5818 -5.7609 1.8949
H -1.0268 -4.6500 0.7138
H 0.0628 -5.8806 -0.0379
H 0.6451 -4.4074 0.1888
H 0.8375 -4.8859 3.8713
C -0.2610 0.4891 -0.9933
C 0.2243 0.3590 0.4519
C 0.7748 -1.1137 0.6586
O 1.3503 1.2161 0.5771
H -1.1506 -0.0909 -1.2389
H 0.5958 0.3123 -1.6435
H -0.5963 1.5234 -1.0690
H -0.6051 0.8185 0.9897
H 1.5601 -1.2665 -0.0818
H -0.0123 -1.8436 0.4696
H 1.1013 -1.3879 1.6617
H 1.3699 1.9055 -0.0907
```

The HOMO-LUMO gap (alpha / beta) comes out at 8.43 / 1.94 eV. The spin multiplicity is 2. As for the charge: +1. Its HOMO energy (alpha / beta) is -11.4 / -11.4 eV.



(2)
Here is a structure of composition C36H99Cu2N9O13S from OMol25. Energies are from the ωB97M-V functional and the def2-TZVPD basis.

```
160
Properties=species:S:1:pos:R:3
Cu -0.5933 -0.1675 0.6268
Cu 1.4452 -1.3426 4.9300
S 1.4165 -1.5072 1.8881
O 0.4825 -2.0601 0.9234
O 1.7230 -2.4457 2.9516
O 2.5829 -1.0244 1.2926
O 0.7859 -0.3663 2.5670
C -3.3448 -3.5858 -3.6684
C -1.8606 -3.3033 -4.0711
C -1.7573 -3.1007 -5.6146
O -0.3733 -3.0387 -6.0255
C -0.1147 -2.5786 -7.3878
N -1.3790 -2.1220 -3.3607
H -3.9413 -2.7755 -4.0877
H -3.6331 -3.8467 -2.6502
H -3.7506 -4.4495 -4.1952
H -1.2139 -4.1472 -3.8309
H -2.2424 -2.1706 -5.9108
H -2.2147 -3.8925 -6.2079
H -0.1645 -1.4974 -7.2585
H -0.9700 -2.7686 -8.0361
H 0.8354 -2.9060 -7.8099
H -1.2616 -2.5001 -2.4315
H -0.4679 -2.0218 -3.7849
C -0.0166 -5.9340 -2.1654
C -0.2679 -5.0062 -0.9751
C 0.3876 -5.4915 0.3411
O -0.1451 -6.7670 0.7184
C 0.5016 -7.2307 1.8589
N 0.2244 -3.7307 -1.3778
H 0.9202 -5.7249 -2.6820
H -0.8402 -5.8908 -2.8780
H -0.0414 -6.9408 -1.7485
H -1.3398 -4.8825 -0.8205
H 0.2808 -4.7667 1.1481
H 1.4590 -5.6229 0.1896
H 0.2669 -6.7766 2.8216
H 1.5830 -7.2544 1.7243
H 0.2514 -8.2893 1.9295
H 1.2040 -3.7610 -1.6218
H 0.2781 -3.1228 -0.5730
C 0.8067 3.0508 6.4588
C 0.5386 2.3326 5.1054
C 0.9633 3.2036 3.8398
O -0.0358 4.1604 3.5022
C -0.0073 4.5657 2.1138
N 1.0400 0.9681 5.1126
H 0.0415 3.8086 6.6266
H 1.7736 3.5295 6.6137
H 0.6121 2.4504 7.3475
H -0.5418 2.2784 4.9722
H 1.0077 2.4722 3.0329
H 1.9646 3.6335 3.8103
H -0.7043 5.3703 1.8796
H -0.2022 3.7119 1.4649
H 1.0037 4.8170 1.7932
H 1.9873 1.2791 4.9515
H 0.8350 0.6014 4.1942
C 5.1479 0.7225 1.4330
C 4.9740 1.2184 2.9632
C 4.6249 2.6758 3.0454
O 5.7603 3.4410 2.5394
C 5.5534 4.8037 2.6727
N 3.8567 0.4183 3.4284
H 4.2414 0.7452 0.8281
H 5.5523 -0.2819 1.5586
H 5.9019 1.2835 0.8810
H 5.8463 0.9524 3.5601
H 4.5114 2.9595 4.0917
H 3.7152 2.8622 2.4746
H 4.4996 5.0759 2.7308
H 5.9540 5.3376 1.8110
H 6.0902 5.1947 3.5371
H 4.2207 -0.4977 3.6485
H 3.4090 0.1234 2.5724
C 1.0825 -0.1117 -1.9514
C 1.4162 1.2291 -1.3661
C 0.4266 2.3548 -1.9665
O 0.9440 3.6925 -1.5731
C 0.0701 4.7499 -1.8598
N 1.2711 1.1167 0.0653
H 1.8422 -0.8685 -1.7559
H 1.1101 0.1419 -3.0111
H 0.1278 -0.5340 -1.6379
H 2.4018 1.6201 -1.6185
H -0.5835 2.2246 -1.5780
H 0.4780 2.2952 -3.0537
H -0.9221 4.7676 -1.4088
H 0.0352 4.8883 -2.9404
H 0.4970 5.6449 -1.4074
H 1.5383 1.9784 0.5194
H 1.8801 0.4136 0.4589
C -3.3354 -4.0740 1.4046
C -3.0318 -2.5414 1.2867
C -2.4854 -1.8110 2.5383
O -2.4455 -0.4174 2.4024
C -2.3181 0.2888 3.5929
N -2.0692 -2.4690 0.2104
H -4.2317 -4.1079 2.0239
H -2.5449 -4.6324 1.9059
H -3.5552 -4.5072 0.4288
H -3.9065 -2.0732 0.8353
H -1.4860 -2.1754 2.7763
H -3.2078 -2.0866 3.3065
H -3.1506 0.1461 4.2819
H -2.2563 1.3648 3.4305
H -1.4117 0.0192 4.1349
H -2.1398 -3.3514 -0.2759
H -1.1079 -2.4738 0.5205
C -3.8576 1.5432 -2.7710
C -3.7259 0.7050 -1.5203
C -4.7782 -0.4170 -1.6600
O -6.1311 0.1962 -1.6410
C -7.1088 -0.8068 -1.8447
N -2.3880 0.1125 -1.4299
H -3.1184 2.3420 -2.8315
H -4.7757 2.1211 -2.6641
H -3.8264 0.9744 -3.7003
H -3.8207 1.4364 -0.7177
H -4.5265 -1.1270 -0.8721
H -4.6076 -0.9421 -2.5998
H -7.0885 -1.5343 -1.0333
H -6.9848 -1.2920 -2.8128
H -8.0407 -0.2511 -1.7399
H -2.1595 -0.3621 -2.2916
H -2.4081 -0.7192 -0.8571
C -3.7371 6.8060 -1.5949
C -4.0502 6.4104 -0.0760
C -3.5763 4.9468 0.2011
O -3.9118 4.5962 1.5574
C -3.6024 3.2971 1.9685
N -3.3670 7.4154 0.6542
H -4.3824 6.2635 -2.2858
H -2.7411 6.4585 -1.8693
H -3.8438 7.8503 -1.8884
H -5.1144 6.3937 0.1592
H -2.5770 4.6445 -0.1120
H -4.1403 4.2970 -0.4680
H -3.9610 3.2788 2.9977
H -2.5413 3.0579 1.8977
H -4.2422 2.6791 1.3385
H -3.4662 8.3482 0.2799
H -3.7549 7.4927 1.5835
C 5.7214 -3.5703 -1.1061
C 5.1388 -2.1922 -0.8208
C 4.9532 -1.2015 -1.9671
O 6.1678 -0.8675 -2.6612
C 6.9509 0.1015 -1.9582
N 3.8693 -2.6408 -0.2557
H 6.6994 -3.4187 -1.5628
H 5.1335 -4.0982 -1.8569
H 6.0152 -4.1335 -0.2203
H 5.7637 -1.6096 -0.1440
H 4.4526 -0.3149 -1.5779
H 4.2831 -1.6272 -2.7140
H 7.7378 0.5064 -2.5945
H 7.3729 -0.1189 -0.9777
H 6.3430 0.9821 -1.7504
H 3.3181 -1.9302 0.2039
H 3.8669 -3.2409 0.5566
```

The HOMO-LUMO gap comes out at 7.37 eV. The relative energy (zero: lowest compared OMol25 entry of this formula, charge and spin) is 419.9 kJ/mol. Its HOMO energy is -8.3 eV.



(3)
Here is a cluster of 12 separate species, C37H102N4O12 in total from OMol25. Energies are from the ωB97M-V functional and the def2-TZVPD basis.

```
155
Properties=species:S:1:pos:R:3
C 13.4379 12.0502 8.1053
O 14.3539 12.2542 9.1005
C 14.3099 13.5290 9.6584
C 15.4122 13.6911 10.7470
C 15.2468 12.8251 11.9816
N 15.4633 15.0598 11.1976
H 12.4472 12.2449 8.5161
H 13.3868 11.0073 7.7926
H 13.5193 12.6530 7.2008
H 14.5824 14.1977 8.8419
H 13.3153 13.6945 10.0724
H 16.3918 13.3979 10.3694
H 15.2310 11.7917 11.6351
H 14.3054 12.8756 12.5287
H 16.1025 12.9102 12.6514
H 15.8720 15.5811 10.4352
H 16.1169 15.1220 11.9650
C 19.0516 17.2550 11.1217
O 19.1288 18.5319 11.7087
C 18.9898 18.4610 13.1318
C 18.8856 19.8404 13.8462
C 17.6555 20.5958 13.4153
N 20.0446 20.6604 13.5620
H 18.0438 16.8569 11.2391
H 19.7849 16.5217 11.4575
H 19.1680 17.4182 10.0503
H 18.0565 17.9331 13.3278
H 19.8108 17.8903 13.5658
H 18.7640 19.6323 14.9092
H 16.7949 20.0087 13.7357
H 17.6158 20.8153 12.3483
H 17.5548 21.5169 13.9893
H 19.9282 20.9351 12.5971
H 20.9180 20.1607 13.6488
C 18.1298 14.6820 13.8589
O 16.9757 15.4066 13.5030
C 16.1617 15.8040 14.5873
C 15.0113 16.8307 14.2510
C 14.3903 17.2754 15.5343
N 13.9963 16.2681 13.4064
H 18.7553 14.3995 13.0121
H 17.9200 13.8804 14.5671
H 18.7371 15.3529 14.4664
H 15.7036 14.8989 14.9860
H 16.7648 16.2222 15.3932
H 15.4665 17.7216 13.8184
H 13.5829 17.9993 15.4239
H 15.1499 17.6718 16.2081
H 13.9136 16.4652 16.0861
H 13.4078 15.5990 13.8819
H 14.4442 15.7332 12.6761
C 18.9634 10.4840 12.7125
O 18.7467 10.3951 14.1157
C 19.9201 10.6379 14.8942
C 20.9340 9.4486 14.7480
C 20.4438 8.1808 15.4410
N 22.1950 9.8194 15.3304
H 17.9906 10.2377 12.2871
H 19.6858 9.7723 12.3128
H 19.2618 11.4994 12.4516
H 20.3513 11.6185 14.6928
H 19.5877 10.7800 15.9225
H 21.1044 9.2966 13.6822
H 20.2328 8.2914 16.5046
H 21.2381 7.4345 15.4536
H 19.5612 7.7738 14.9476
H 22.0306 9.7978 16.3267
H 22.8469 9.0570 15.2134
C 13.2834 20.8264 14.7696
C 12.3587 21.2484 13.6194
C 12.9297 21.3177 12.2196
O 11.0878 20.5890 13.5868
H 13.9929 21.6368 14.9369
H 13.8345 19.9102 14.5576
H 12.6367 20.6680 15.6326
H 12.1440 22.3036 13.7884
H 13.3214 20.3798 11.8258
H 13.7447 22.0415 12.2283
H 12.2044 21.6684 11.4854
H 11.2051 19.6754 13.3164
C 12.2363 16.6314 10.1899
C 11.6729 17.9081 10.8070
C 10.2508 18.1985 10.3242
O 11.7005 17.9666 12.2218
H 11.6852 15.7387 10.4860
H 13.2652 16.4271 10.4860
H 12.2777 16.7629 9.1087
H 12.3494 18.7185 10.5354
H 9.5684 17.3486 10.3132
H 10.2996 18.7444 9.3820
H 9.7313 18.8937 10.9837
H 12.5758 17.6674 12.4786
C 16.4148 20.1676 18.3898
C 16.9921 20.0899 19.7831
C 16.8730 21.4443 20.5233
O 16.1575 19.2063 20.4587
H 15.4714 20.7069 18.3048
H 16.2419 19.1656 17.9971
H 17.1630 20.4416 17.6461
H 18.0289 19.7575 19.7319
H 16.9980 21.3543 21.6024
H 15.8880 21.8614 20.3134
H 17.5700 22.2050 20.1720
H 16.6535 18.7954 21.1705
C 15.0366 9.8926 14.3924
C 15.4097 10.2006 15.8613
C 15.7504 11.7106 16.0671
O 14.2356 9.7835 16.5711
H 14.1383 10.4621 14.1538
H 14.8990 8.8299 14.1926
H 15.7639 10.3393 13.7145
H 16.2367 9.5487 16.1426
H 15.4555 12.0523 17.0593
H 15.2553 12.4099 15.3934
H 16.8350 11.8185 16.0590
H 13.4689 10.2635 16.2497
C 10.2859 16.6844 15.3095
C 9.8026 15.5911 14.2974
C 8.5186 15.9677 13.5099
O 10.8044 15.3459 13.3272
H 9.8853 16.5554 16.3150
H 10.1853 17.7042 14.9379
H 11.3247 16.4394 15.5304
H 9.6399 14.6487 14.8204
H 8.6381 16.8832 12.9304
H 7.6156 16.0878 14.1085
H 8.4151 15.1265 12.8244
H 11.0078 16.2242 12.9971
C 15.5866 19.3279 10.7502
C 16.3910 19.3337 9.4323
O 16.0286 20.4584 8.7366
H 15.7874 20.2128 11.3541
H 15.8037 18.4497 11.3583
H 14.5279 19.3418 10.4915
H 16.2394 18.4172 8.8621
H 17.4645 19.3642 9.6184
H 16.5663 20.6058 7.9552
C 18.3704 16.8731 17.6497
C 19.5368 17.5801 16.9928
O 19.5157 18.9961 17.2966
H 17.4116 17.2414 17.2848
H 18.3624 17.1182 18.7118
H 18.3147 15.7896 17.5450
H 19.3142 17.5418 15.9264
H 20.4654 17.0614 17.2310
H 20.3899 19.3461 17.1102
C 13.5169 16.6185 19.9148
C 12.8361 17.9106 19.4007
O 13.3593 19.0148 20.1016
H 13.1959 15.7937 19.2786
H 13.0989 16.4106 20.8997
H 14.5979 16.6871 20.0365
H 11.7642 17.8250 19.5788
H 12.9933 18.0664 18.3334
H 14.3182 18.9685 20.1019
```

The HOMO-LUMO gap comes out at 9.61 eV. Its SMILES is COC[C@H](C)N.COC[C@H](C)N.COC[C@H](C)N.COC[C@H](C)N.CC(C)O.CC(C)O.CC(C)O.CC(C)O.CC(C)O.CCO.CCO.CCO. Its HOMO energy is -9.4 eV.